The following is a DFT calculation (ωB97M-V/def2-TZVPD) of a molecular structure, C50H43N8O3PtSSb2 at a distorted geometry.

Results
Orbital gap (spin up / spin down): 5.0 / 5.3 eV
2S+1: 5
Total charge: +3
Energy above the lowest of the compared OMol25 structures with the same formula, charge and spin: 0.0 kJ/mol
Total energy: -3591.75230 hartree

CARTESIAN COORDINATES (ANGSTROEM)
Pt1 -16.179 -21.661 -5.413
N1 -19.443 -22.566 -2.610
C1 -18.223 -22.248 -3.169
N2 -18.001 -22.315 -4.430
C2 -19.040 -22.780 -5.262
N3 -18.757 -22.557 -6.634
N4 -16.361 -23.317 -7.797
C3 -15.154 -23.194 -8.274
C4 -14.226 -22.174 -7.812
C5 -13.035 -21.982 -8.536
C6 -12.092 -21.070 -8.129
C7 -12.343 -20.315 -6.998
C8 -13.514 -20.510 -6.317
N5 -14.452 -21.419 -6.697
C9 -20.374 -22.936 -4.763
C10 -21.487 -23.188 -5.600
C11 -22.759 -23.371 -5.068
C12 -22.928 -23.325 -3.702
C13 -21.862 -23.066 -2.840
C14 -20.594 -22.906 -3.378
H1 -19.505 -22.451 -1.591
H2 -17.441 -21.889 -2.521
H3 -14.694 -24.005 -8.796
H4 -12.993 -22.628 -9.424
H5 -11.212 -20.876 -8.722
H6 -11.649 -19.603 -6.566
H7 -13.776 -20.005 -5.435
H8 -21.446 -23.207 -6.702
H9 -23.550 -23.709 -5.738
H10 -23.904 -23.469 -3.261
H11 -21.989 -23.016 -1.775
C15 -19.314 -21.284 -7.119
C16 -18.760 -23.727 -7.571
C17 -17.377 -24.280 -7.904
Sb1 -16.822 -26.119 -6.529
C18 -17.296 -27.590 -7.960
C19 -17.839 -28.768 -7.407
C20 -18.180 -29.850 -8.203
C21 -17.977 -29.777 -9.567
C22 -17.400 -28.643 -10.110
C23 -17.090 -27.558 -9.314
C24 -14.755 -25.804 -6.769
C25 -14.135 -24.918 -5.867
C26 -12.777 -24.610 -5.950
C27 -12.034 -25.180 -6.952
C28 -12.581 -26.106 -7.827
C29 -13.932 -26.442 -7.707
Sb2 -17.733 -19.756 -7.079
C30 -16.647 -20.051 -8.937
C31 -17.121 -20.966 -9.902
C32 -16.439 -21.164 -11.068
C33 -15.216 -20.527 -11.266
C34 -14.703 -19.634 -10.354
C35 -15.426 -19.377 -9.167
C36 -18.802 -17.871 -7.131
C37 -20.134 -17.807 -6.781
C38 -20.763 -16.546 -6.770
C39 -20.047 -15.385 -7.074
C40 -18.698 -15.513 -7.360
C41 -18.087 -16.740 -7.416
H12 -20.096 -20.933 -6.436
H13 -19.729 -21.389 -8.104
H14 -19.301 -23.406 -8.487
H15 -19.332 -24.521 -7.096
H16 -16.739 -22.631 -7.124
H17 -17.402 -24.777 -8.874
H18 -18.040 -28.900 -6.354
H19 -18.648 -30.676 -7.757
H20 -18.254 -30.560 -10.240
H21 -17.235 -28.579 -11.162
H22 -16.645 -26.671 -9.734
H23 -14.766 -24.359 -5.164
H24 -12.388 -23.879 -5.258
H25 -10.991 -24.939 -7.071
H26 -11.927 -26.652 -8.501
H27 -14.361 -27.155 -8.387
H28 -18.071 -21.507 -9.772
H29 -16.866 -21.849 -11.829
H30 -14.665 -20.787 -12.140
H31 -13.747 -19.195 -10.484
H32 -15.034 -18.709 -8.419
H33 -20.688 -18.724 -6.500
H34 -21.804 -16.493 -6.469
H35 -20.542 -14.399 -7.145
H36 -18.132 -14.613 -7.633
H37 -17.034 -16.791 -7.678
O1 -9.378 -21.807 0.047
S1 -8.289 -21.106 0.672
O2 -7.811 -21.601 1.904
O3 -7.755 -19.915 0.174
C42 -11.436 -19.866 1.403
N6 -11.863 -19.035 2.278
C43 -13.019 -18.430 2.053
C44 -13.660 -18.626 0.860
C45 -13.132 -19.527 -0.021
N7 -12.027 -20.193 0.320
C46 -13.835 -19.934 -1.252
C47 -13.359 -21.002 -1.998
C48 -14.039 -21.406 -3.136
N8 -15.170 -20.860 -3.594
C49 -15.597 -19.791 -2.925
C50 -14.985 -19.315 -1.788
H38 -13.357 -17.714 2.792
H39 -14.610 -18.153 0.615
H40 -12.425 -21.485 -1.693
H41 -13.740 -22.259 -3.714
H42 -16.495 -19.353 -3.285
H43 -15.412 -18.408 -1.344

=====

The following is a DFT calculation (ωB97M-V/def2-TZVPD) of 4 unconnected molecules or ions with the total composition C26H35F17NO8 at a distorted geometry.

Results
Orbital gap: 4.8 eV
Total charge: +1
Total energy: -3365.44181 hartree

CARTESIAN COORDINATES (ANGSTROEM)
O1 3.781 -3.274 1.678
C1 3.491 -3.187 0.453
O2 3.628 -4.330 -0.395
C2 2.944 -1.768 -0.042
C3 3.853 -0.537 -0.313
C4 3.173 0.761 -0.812
N1 1.735 0.860 -1.044
C5 0.815 -0.250 -0.807
C6 -0.763 -0.021 -1.057
F1 -1.343 0.179 0.221
F2 -0.920 1.235 -1.759
C7 -1.462 -1.136 -1.971
F3 -2.147 -0.465 -3.044
F4 -0.486 -1.961 -2.645
C8 -2.439 -2.158 -1.205
F5 -1.750 -2.628 -0.060
F6 -2.560 -3.298 -2.083
C9 -3.935 -1.632 -0.967
F7 -4.611 -1.883 -2.221
F8 -3.972 -0.193 -0.859
C10 -4.803 -2.398 0.132
F9 -4.361 -3.777 0.110
F10 -6.143 -2.476 -0.387
C11 -4.707 -1.925 1.639
F11 -3.402 -2.060 2.221
F12 -5.526 -2.841 2.399
C12 -5.231 -0.465 2.025
F13 -4.233 0.568 1.888
F14 -5.447 -0.515 3.455
C13 -6.657 -0.035 1.425
F15 -6.632 0.440 0.100
F16 -7.106 1.066 2.234
F17 -7.649 -1.050 1.624
C14 1.414 -1.602 -0.273
H1 3.648 -3.983 -1.323
H2 4.977 -0.635 -0.121
H3 3.838 1.687 -1.000
H4 1.417 1.796 -1.366
H5 0.748 -2.517 -0.048
C15 -5.430 3.992 0.362
O3 -5.715 5.335 0.726
C16 -5.996 6.158 -0.405
C17 -7.499 6.361 -0.588
O4 -8.150 5.135 -0.917
C18 -8.784 4.538 0.207
H6 -5.503 3.373 1.258
H7 -6.136 3.610 -0.381
H8 -4.411 3.925 -0.032
H9 -5.542 5.742 -1.311
H10 -5.532 7.130 -0.216
H11 -7.659 7.044 -1.428
H12 -7.945 6.812 0.304
H13 -9.725 5.058 0.418
H14 -8.149 4.555 1.097
H15 -9.006 3.498 -0.039
C19 9.016 -6.654 -1.086
O5 8.058 -7.293 -0.252
C20 6.893 -6.496 -0.052
C21 5.746 -6.951 -0.953
O6 6.049 -6.729 -2.329
C22 6.487 -7.912 -2.987
H16 9.733 -7.407 -1.419
H17 8.555 -6.202 -1.968
H18 9.549 -5.887 -0.517
H19 7.117 -5.435 -0.204
H20 6.592 -6.628 0.992
H21 4.860 -6.351 -0.720
H22 5.498 -8.002 -0.773
H23 5.624 -8.549 -3.212
H24 7.210 -8.472 -2.389
H25 6.964 -7.623 -3.925
C23 1.931 5.918 1.966
O7 3.211 5.927 2.582
C24 3.572 4.653 3.111
C25 4.526 3.912 2.176
O8 3.887 3.575 0.942
C26 4.220 4.480 -0.105
H26 1.840 6.816 1.353
H27 1.792 5.045 1.322
H28 1.151 5.934 2.733
H29 2.681 4.053 3.322
H30 4.084 4.835 4.060
H31 4.820 2.971 2.652
H32 5.433 4.497 1.997
H33 5.222 4.251 -0.484
H34 4.182 5.522 0.223
H35 3.499 4.346 -0.915

=====

The following is a DFT calculation (ωB97M-V/def2-TZVPD) of 15 unconnected molecules or ions with the total composition C72H180N18O24P6 at a distorted geometry.

Results
Orbital gap: 8.4 eV
Total energy: -7691.13230 hartree

CARTESIAN COORDINATES (ANGSTROEM)
O1 1.553 3.901 -3.299
P1 1.494 5.395 -3.518
N1 2.806 6.082 -2.736
C1 3.102 5.427 -1.437
C2 2.938 7.523 -2.696
N2 0.066 5.959 -3.004
C3 -0.317 7.375 -3.186
C4 -1.058 5.034 -2.928
N3 1.655 5.954 -5.112
C5 0.570 5.724 -6.016
C6 2.942 5.520 -5.682
H1 2.490 5.895 -0.687
H2 4.133 5.807 -1.234
H3 3.003 4.385 -1.427
H4 2.250 8.020 -1.990
H5 2.784 7.840 -3.734
H6 3.921 7.774 -2.397
H7 0.547 7.978 -3.425
H8 -1.115 7.442 -3.932
H9 -0.756 7.693 -2.237
H10 -1.694 5.176 -2.032
H11 -1.842 5.168 -3.678
H12 -0.598 4.022 -3.036
H13 0.603 4.711 -6.469
H14 -0.480 5.883 -5.718
H15 0.642 6.352 -6.885
H16 3.749 5.658 -4.977
H17 3.098 6.016 -6.668
H18 2.947 4.412 -5.950
O2 3.204 2.247 2.485
P2 3.379 2.738 3.868
N4 2.234 2.133 4.912
C7 2.207 2.268 6.314
C8 1.087 1.276 4.472
N5 3.419 4.440 3.923
C9 3.883 5.160 5.085
C10 2.557 5.135 2.988
N6 4.840 2.320 4.595
C11 5.138 1.111 5.223
C12 5.981 2.821 3.865
H19 2.453 1.303 6.794
H20 1.214 2.618 6.667
H21 2.968 2.889 6.717
H22 1.318 1.058 3.422
H23 0.199 1.864 4.558
H24 1.062 0.444 5.098
H25 3.163 5.265 5.899
H26 4.682 4.564 5.476
H27 4.174 6.115 4.783
H28 1.630 5.545 3.493
H29 3.048 5.946 2.417
H30 2.193 4.400 2.253
H31 4.195 0.649 5.377
H32 5.693 0.364 4.680
H33 5.688 1.225 6.174
H34 6.171 2.187 3.036
H35 6.918 2.925 4.434
H36 5.872 3.834 3.475
O3 3.839 -1.243 -2.686
P3 4.795 -0.453 -3.478
N7 4.229 -0.397 -5.057
C13 5.128 0.006 -6.187
C14 2.827 0.130 -5.229
N8 6.374 -1.013 -3.518
C15 7.552 -0.199 -3.247
C16 6.696 -2.462 -3.829
N9 4.851 1.065 -2.945
C17 5.033 2.297 -3.656
C18 4.754 1.260 -1.520
H37 4.701 -0.419 -7.090
H38 6.168 -0.236 -6.063
H39 5.143 1.044 -6.272
H40 2.475 -0.179 -6.245
H41 2.779 1.222 -5.198
H42 2.174 -0.351 -4.459
H43 7.908 -0.426 -2.237
H44 8.258 -0.347 -4.079
H45 7.274 0.842 -3.328
H46 6.981 -2.490 -4.942
H47 7.503 -2.808 -3.260
H48 5.823 -3.122 -3.728
H49 4.190 2.948 -3.466
H50 6.008 2.769 -3.532
H51 4.989 2.000 -4.677
H52 4.599 0.303 -1.010
H53 3.826 1.886 -1.337
H54 5.675 1.775 -1.110
O4 -0.807 0.915 1.868
P4 -0.599 0.262 0.555
N10 0.292 1.281 -0.407
C19 0.987 0.843 -1.586
C20 0.878 2.473 0.124
N11 -1.959 -0.068 -0.389
C21 -2.975 -0.894 0.168
C22 -2.454 1.013 -1.267
N12 0.085 -1.258 0.838
C23 0.986 -1.352 1.996
C24 0.191 -2.324 -0.207
H55 1.516 1.642 -1.926
H56 0.240 0.576 -2.357
H57 1.589 -0.052 -1.550
H58 0.987 3.163 -0.703
H59 1.816 2.268 0.570
H60 0.293 3.006 0.871
H61 -3.525 -0.306 0.886
H62 -3.761 -1.185 -0.572
H63 -2.658 -1.784 0.648
H64 -1.673 1.643 -1.737
H65 -3.034 0.549 -2.132
H66 -3.174 1.656 -0.702
H67 1.992 -0.942 1.774
H68 0.557 -0.813 2.831
H69 0.990 -2.362 2.432
H70 1.180 -2.390 -0.689
H71 -0.493 -2.093 -0.994
H72 -0.064 -3.324 0.062
O5 -4.316 5.722 -1.543
P5 -4.980 5.703 -0.234
N13 -6.542 5.160 -0.220
C25 -6.794 3.727 -0.216
C26 -7.295 5.816 -1.293
N14 -5.070 7.215 0.425
C27 -4.128 8.189 -0.082
C28 -6.023 7.664 1.402
N15 -4.205 4.693 0.833
C29 -4.629 4.860 2.225
C30 -2.855 4.075 0.563
H73 -6.154 3.164 0.537
H74 -6.372 3.406 -1.131
H75 -7.802 3.290 -0.160
H76 -8.283 6.022 -1.048
H77 -7.228 5.284 -2.200
H78 -6.837 6.770 -1.471
H79 -3.525 8.610 0.688
H80 -3.492 7.731 -0.875
H81 -4.751 8.933 -0.556
H82 -6.674 6.856 1.696
H83 -5.432 7.820 2.354
H84 -6.619 8.532 1.111
H85 -5.495 5.481 2.247
H86 -4.838 3.873 2.698
H87 -3.882 5.351 2.876
H88 -2.657 3.973 -0.482
H89 -2.735 3.106 1.006
H90 -2.029 4.713 0.952
O6 0.773 -5.292 -2.003
P6 1.478 -6.565 -2.296
N16 0.710 -7.817 -3.063
C31 0.418 -7.881 -4.496
C32 -0.280 -8.514 -2.326
N17 1.968 -7.295 -0.901
C33 2.567 -8.635 -0.938
C34 2.423 -6.533 0.238
N18 2.749 -6.085 -3.262
C35 3.644 -7.090 -3.792
C36 2.931 -4.685 -3.623
H91 1.090 -7.258 -5.146
H92 -0.594 -7.556 -4.649
H93 0.408 -8.911 -4.811
H94 -0.301 -8.183 -1.297
H95 -0.116 -9.573 -2.313
H96 -1.235 -8.429 -2.834
H97 2.066 -9.316 -1.588
H98 3.656 -8.559 -1.140
H99 2.456 -9.046 0.005
H100 2.099 -5.485 0.160
H101 2.026 -7.055 1.107
H102 3.571 -6.570 0.278
H103 4.549 -7.129 -3.156
H104 3.130 -8.062 -3.839
H105 3.903 -6.795 -4.820
H106 3.787 -4.671 -4.351
H107 3.028 -4.057 -2.759
H108 2.038 -4.331 -4.204
O7 2.403 -4.318 8.327
C37 3.290 -4.705 7.556
O8 3.356 -4.464 6.207
C38 2.373 -3.536 5.675
C39 2.987 -2.137 5.692
C40 4.443 -5.582 8.010
H109 1.507 -3.568 6.307
H110 2.292 -3.935 4.702
H111 2.328 -1.603 4.989
H112 4.023 -2.161 5.399
H113 3.017 -1.689 6.697
H114 4.431 -5.707 9.076
H115 5.400 -5.121 7.713
H116 4.372 -6.545 7.583
O9 -1.135 -5.829 6.436
C41 -2.013 -5.490 5.718
O10 -1.954 -5.483 4.423
C42 -0.715 -5.703 3.745
C43 -0.929 -5.339 2.207
C44 -3.388 -5.055 6.188
H117 -0.411 -6.751 3.833
H118 0.034 -5.117 4.299
H119 -1.653 -6.015 1.784
H120 0.007 -5.535 1.619
H121 -1.249 -4.298 2.180
H122 -3.545 -5.418 7.155
H123 -4.090 -5.377 5.419
H124 -3.389 -3.915 6.213
O11 -6.092 -4.114 2.638
C45 -5.375 -3.810 1.730
O12 -5.772 -2.993 0.701
C46 -7.031 -2.278 0.849
C47 -6.867 -0.834 0.729
C48 -3.969 -4.384 1.526
H125 -7.466 -2.512 1.800
H126 -7.656 -2.588 0.022
H127 -6.403 -0.541 -0.221
H128 -6.292 -0.418 1.516
H129 -7.861 -0.341 0.748
H130 -4.049 -5.092 0.713
H131 -3.669 -4.919 2.394
H132 -3.282 -3.601 1.296
O13 -0.950 -1.398 -6.596
C49 -1.845 -1.868 -5.963
O14 -1.901 -1.842 -4.675
C50 -0.842 -1.251 -3.937
C51 0.283 -2.232 -3.831
C52 -2.944 -2.793 -6.555
H133 -1.298 -1.024 -3.018
H134 -0.575 -0.311 -4.455
H135 0.070 -3.103 -3.276
H136 1.202 -1.791 -3.562
H137 0.520 -2.529 -4.895
H138 -3.062 -3.673 -5.926
H139 -2.782 -3.123 -7.627
H140 -3.984 -2.374 -6.488
O15 -0.867 -2.463 4.418
C53 -1.255 -1.780 5.330
O16 -2.320 -0.951 5.270
C54 -3.071 -1.002 4.021
C55 -4.447 -0.554 4.324
C56 -0.580 -1.629 6.748
H141 -2.876 -2.070 3.815
H142 -2.573 -0.466 3.174
H143 -4.965 -1.229 5.046
H144 -5.138 -0.504 3.445
H145 -4.273 0.381 4.885
H146 -0.278 -2.612 7.056
H147 -1.227 -1.020 7.418
H148 0.373 -1.187 6.618
O17 -3.420 4.970 5.137
C57 -2.636 4.097 4.926
O18 -1.245 4.269 5.158
C58 -0.934 5.593 5.514
C59 -0.883 6.478 4.253
C60 -2.911 2.673 4.438
H149 0.102 5.520 5.880
H150 -1.715 5.973 6.220
H151 -0.351 6.052 3.439
H152 -0.538 7.445 4.544
H153 -1.910 6.616 4.002
H154 -2.359 2.511 3.519
H155 -4.028 2.681 4.214
H156 -2.560 1.947 5.177
O19 3.817 -3.351 2.801
C61 4.865 -3.910 2.581
O20 5.829 -3.361 1.784
C62 5.461 -2.204 1.016
C63 5.379 -0.927 1.842
C64 5.325 -5.274 3.086
H157 4.535 -2.471 0.440
H158 6.159 -2.204 0.246
H159 6.094 -0.177 1.576
H160 5.600 -1.148 2.908
H161 4.323 -0.519 1.894
H162 4.447 -5.889 3.132
H163 5.733 -5.101 4.101
H164 6.069 -5.706 2.376
O21 -3.868 -5.351 -3.269
C65 -3.429 -4.457 -2.610
O22 -4.017 -3.250 -2.430
C66 -5.188 -3.148 -3.223
C67 -5.737 -1.765 -3.067
C68 -2.228 -4.652 -1.681
H165 -5.987 -3.827 -2.935
H166 -4.883 -3.508 -4.237
H167 -5.962 -1.515 -2.055
H168 -6.698 -1.607 -3.564
H169 -5.013 -1.022 -3.487
H170 -2.473 -4.040 -0.798
H171 -1.271 -4.303 -2.152
H172 -2.100 -5.682 -1.480
O23 -3.910 2.949 -4.473
C69 -3.497 2.120 -5.251
O24 -4.246 1.268 -5.943
C70 -5.621 1.179 -5.654
C71 -6.155 0.063 -6.468
C72 -2.049 1.998 -5.603
H173 -6.028 2.084 -6.008
H174 -5.770 1.190 -4.614
H175 -5.529 -0.858 -6.296
H176 -6.181 0.334 -7.544
H177 -7.212 -0.249 -6.192
H178 -1.348 1.772 -4.755
H179 -1.594 2.822 -6.088
H180 -1.914 1.222 -6.369